25
Properties=species:S:1:pos:R:3:forces:R:3 method="wB97M-V/def2-TZVPD" total_energy_ev=-29912.5499 charge=+1 orbital_gap_ev=9.89
K 0.70775 -0.52113 1.28476 14.2779 10.4902 2.6862
O 0.96631 -1.36795 -0.26112 5.4679 -9.3888 -9.3118
H 1.86700 -1.38315 -0.58477 0.5188 -0.7117 -0.4678
H 0.43833 -1.15514 -1.03066 0.9219 -2.3773 -1.0390
O 0.82066 -0.43369 3.21186 0.9195 -0.0442 8.5944
H 1.64529 -0.91889 3.18363 0.3877 -0.2954 0.9122
H 1.08351 0.48008 3.32208 -0.1066 0.4221 0.5901
O -0.21188 1.17969 1.57772 -2.9552 6.3186 1.6802
H -1.05507 1.52723 1.28707 -0.1815 0.9376 0.4475
H 0.42539 1.55842 0.97218 -0.0394 0.8712 -0.1921
O -0.62679 -1.63502 1.44041 -11.1107 -11.0594 3.6144
H -1.12849 -1.49851 2.24409 -0.5935 -0.0346 0.5656
H -0.50840 -2.58352 1.38959 -0.4135 -0.8372 -0.1633
C -0.26029 1.71242 -2.19858 0.0765 -0.0769 1.4078
C 0.17931 0.46281 -1.39787 -2.8780 4.8809 0.8245
C -0.97884 -0.13950 -0.53817 -0.9022 0.6223 -0.7531
O 0.54752 -0.49751 -2.25591 0.7117 -1.4026 -3.9747
H -1.28087 1.57606 -2.55627 0.1263 -0.0310 -0.3848
H 0.45522 1.98099 -2.97576 -0.1460 -0.1405 -0.0413
H -0.30835 2.53255 -1.48222 -0.0615 0.3151 -0.1427
H 1.04196 0.71075 -0.77943 0.0272 0.3254 -0.1959
H -1.67245 -0.65255 -1.20433 -0.3821 0.4625 -0.1414
H -1.45902 0.48679 0.21369 -0.6241 -0.2280 -1.4809
H -0.55971 -0.93666 0.07582 -3.0852 1.3666 -2.4167
H -0.12807 -0.48454 -2.93782 0.0440 -0.3849 -0.6174